Here is an isolated molecule of C3H5NS at a distorted geometry from the OMol25 dataset. Energies are from ωB97M-V with the def2-TZVPD basis set.

Values from the calculation:
Orbital gap ... 9.9 eV
E_tot ... -570.2151 Ha
Maximum force ... 3.53 eV/A
LUMO energy ... 0.02699 Ha
2S+1 ... 1
Structure (SMILES) ... CSCC#N
Energy above the lowest of the compared OMol25 structures with the same formula, charge and spin ... 51.2 kJ/mol

Each line ends with the Löwdin charge.
CARTESIAN COORDINATES (ANGSTROEM)
C 0.8323 -1.1914 -0.5705  -0.444
S -0.4123 -0.1282 -1.1648  0.817
C -1.1734 0.6543 0.3127  -0.417
C -0.0486 1.4940 0.8144  -0.313
N 0.8596 2.0535 1.2917  0.135
H 1.1859 -1.4089 -1.5531  0.008
H 1.5733 -0.5402 -0.0109  0.061
H 0.5653 -2.0645 -0.0234  0.033
H -1.4122 -0.0647 1.0338  0.062
H -1.9699 1.1961 -0.1298  0.057